Formula: C4H12S
Source: the OMol25 dataset
Level of theory: ωB97M-V/def2-TZVPD

Positions of all 17 atoms, in Å:
S -3.06827 -0.98294 -2.12880
H -3.00594 -0.55022 -0.88995
H -1.85980 -1.57179 -2.09263
C 2.05034 -1.09267 0.53948
C -0.92649 1.48720 0.33818
C -0.16724 0.24820 -0.05121
C 1.27207 0.25133 0.54261
H 1.60466 -1.83156 1.20408
H 3.07963 -0.88090 0.79492
H 2.10570 -1.63775 -0.43667
H -1.96898 1.54161 -0.04772
H -0.41175 2.38271 -0.03823
H -1.04462 1.54080 1.42959
H -0.03713 0.15555 -1.12793
H -0.70581 -0.64367 0.35113
H 1.85560 1.03348 0.00170
H 1.22803 0.55063 1.61143

Force components x, y, z for each atom (eV/Å):
0.0 -0.3 -0.8
0.2 0.2 0.7
-0.2 0.1 0.1
-0.5 0.0 -1.3
-0.9 0.7 -0.1
0.8 -1.1 0.8
0.0 0.0 0.1
0.1 0.2 0.4
0.2 -0.2 0.4
-0.2 0.8 0.4
0.7 -0.2 0.0
-0.1 -0.1 0.3
0.3 0.1 -0.2
-0.4 -0.1 -0.1
0.3 0.4 -0.5
-0.3 -0.5 0.4
0.0 0.1 -0.6

**SMILES**: CCCC.S
**ΔE to the lowest compared entry with this formula, charge and spin**: 1.5 kcal per mole
**HOMO-LUMO gap**: 10.7 eV

---

Formula: C6H8O2
Source: the OMol25 dataset
Level of theory: ωB97M-V/def2-TZVPD

Positions of all 16 atoms, in Å:
C 0.18583 -0.61735 0.67735
C -0.72159 0.55689 0.95207
C -0.62744 1.22401 -0.46658
C 0.38476 0.17354 -1.22583
C 1.53178 -0.14110 -0.20615
C -0.47291 -0.95624 -0.72054
H 1.28608 -2.13407 1.30287
H -0.67321 1.31476 1.94567
H -1.71509 -0.17801 1.17888
H -0.47513 2.43762 -0.74484
H -1.69920 1.05852 -1.06457
H 0.07873 0.46560 -2.37953
H 2.01432 0.78672 0.32746
H 2.35283 -0.94102 -0.33289
O 0.08194 -1.29950 1.77559
O -1.53170 -1.75037 -1.01895

Force components x, y, z for each atom (eV/Å):
0.0 2.3 -2.1
-2.7 1.4 1.6
-2.7 1.4 -2.7
-3.1 1.5 -3.4
-0.4 1.3 2.1
-5.0 -4.7 0.1
-4.2 2.0 2.4
0.6 -2.3 -2.8
1.9 2.8 -0.8
0.3 -3.4 1.5
2.7 0.4 1.5
2.4 -0.9 2.5
-0.8 -1.6 -1.4
-1.7 1.0 -0.3
6.1 -6.2 0.4
6.8 4.9 1.3

**ΔE to the lowest compared entry with this formula, charge and spin**: 211.3 kcal per mole
**HOMO-LUMO gap**: 7.9 eV

---

Formula: C2H6N6
Source: the OMol25 dataset
Level of theory: ωB97M-V/def2-TZVPD

Positions of all 14 atoms, in Å:
C -0.09475 0.28023 -0.63964
C -0.79273 -0.57926 1.10008
H -1.28565 2.19050 -3.00308
H -1.38965 2.84036 -0.99591
H -1.57822 -0.97790 1.87655
H 1.71765 -0.19440 1.77700
H 1.83355 -2.06180 2.21281
H 1.00184 -1.53757 -1.16880
N -0.60560 2.29658 -2.12157
N 0.01280 0.94584 -1.83423
N -1.09417 0.29042 0.28118
N 0.33828 -1.36870 0.81798
N 1.20032 -1.26090 2.06231
N 0.73634 -0.86340 -0.36468

Force components x, y, z for each atom (eV/Å):
0.9 1.6 -6.5
-2.5 -4.1 3.6
1.6 -0.1 2.8
2.3 -2.3 -4.0
2.1 1.1 -1.1
-1.0 -4.4 1.6
-0.2 0.8 -1.0
-0.8 1.6 2.1
-2.7 -0.8 2.6
-0.7 -0.2 3.3
-0.9 3.1 -0.5
-0.9 -1.7 2.9
0.6 4.5 -2.7
2.2 0.8 -3.3

**ΔE to the lowest compared entry with this formula, charge and spin**: 133.7 kcal per mole
**HOMO-LUMO gap**: 8.2 eV

---

Formula: C6H7N
Source: the OMol25 dataset
Level of theory: ωB97M-V/def2-TZVPD

Positions of all 14 atoms, in Å:
N -0.08645 3.10247 -0.16694
C 0.00138 2.04998 0.30491
C 0.11376 0.72216 0.92084
C 1.43517 0.03764 0.64602
C 1.19643 -1.17050 0.11846
C -0.25496 -1.36382 -0.03267
C -0.90049 -0.27378 0.40285
H -0.01703 0.84963 2.00626
H -1.30514 -0.01270 -2.44273
H 2.39323 0.48891 0.87335
H 1.94507 -1.90449 -0.15979
H -0.71652 -2.25449 -0.44570
H -1.99988 -0.15444 -2.66464
H -1.96788 -0.08848 0.40704

Force components x, y, z for each atom (eV/Å):
0.1 -1.0 0.4
-0.1 0.9 -0.4
0.0 0.0 0.0
0.0 -0.1 0.0
0.0 0.1 0.1
-0.1 0.1 0.1
0.0 -0.1 0.0
0.0 0.0 -0.1
-0.1 0.0 0.0
-0.1 -0.1 0.0
-0.1 0.1 0.0
0.1 0.2 0.1
0.0 0.0 -0.1
0.2 0.0 0.0

**SMILES**: N#CC1C=CC=C1.[H][H]
**ΔE to the lowest compared entry with this formula, charge and spin**: 55.2 kcal per mole
**HOMO-LUMO gap**: 10.0 eV